{
  "formula": "C24H42NP3SeTi",
  "method": "ωB97M-V/def2-TZVPD",
  "elements": ["Ti", "P", "P", "P", "H", "C", "C", "H", "C", "C", "C", "C", "C", "C", "C", "C", "C", "H", "H", "H", "H", "H", "H", "H", "H", "H", "H", "H", "H", "H", "H", "H", "H", "H", "H", "H", "H", "H", "H", "H", "H", "H", "H", "H", "H", "H", "C", "C", "C", "C", "C", "C", "Se", "H", "H", "H", "H", "H", "H", "N", "C", "C", "C", "C", "C", "C", "C", "H", "H", "H", "H", "H"],
  "xyz": [[0.9020, 0.7309, -0.3060], [-0.4094, -1.7394, 1.1237], [0.9439, -1.0554, -1.9646], [-0.4697, 1.7857, 1.3981], [0.9937, 2.9676, -3.5632], [1.3852, 3.3415, -2.5971], [1.6227, 2.5833, -1.4646], [1.5714, 1.3944, -1.6448], [-2.1669, -1.9886, 0.5728], [0.4422, -3.3726, 0.9545], [-0.4364, -1.6658, 2.9582], [1.1892, -0.1885, -3.5555], [2.4264, -2.1580, -1.9090], [-0.2811, -2.3153, -2.5612], [-0.5040, 3.5082, 0.8547], [0.3338, 1.8888, 3.0295], [-2.2220, 1.5898, 1.8792], [1.6083, 4.4048, -2.5979], [2.2196, 3.1293, -0.7139], [-2.6334, -2.8574, 1.0622], [-2.1963, -2.1224, -0.5189], [-2.7334, -1.0814, 0.8258], [-0.1374, -4.1758, 1.3998], [1.3999, -3.3237, 1.4766], [0.6101, -3.6107, -0.0914], [-0.9603, -2.5239, 3.3801], [-0.9198, -0.7543, 3.3059], [0.5967, -1.6996, 3.3176], [1.4923, -0.9360, -4.2902], [1.9487, 0.5828, -3.4583], [0.2480, 0.2820, -3.8502], [2.3386, -2.8926, -2.7093], [2.5138, -2.6659, -0.9526], [3.3131, -1.5478, -2.0596], [0.1663, -2.8940, -3.3943], [-1.1847, -1.7991, -2.9327], [-0.5717, -3.0203, -1.7650], [-0.9518, 4.0582, 1.6873], [-1.1254, 3.6101, -0.0427], [0.4959, 3.8846, 0.6311], [-0.1586, 2.7164, 3.5467], [1.3996, 2.1025, 2.9206], [0.2130, 0.9678, 3.6036], [-2.4378, 2.4820, 2.4882], [-2.3897, 0.6880, 2.4798], [-2.8491, 1.5815, 0.9769], [-3.8459, 1.7037, -2.8504], [-2.6772, 2.4320, -3.1960], [-2.8547, 3.7083, -3.7232], [-4.1379, 4.2442, -3.8350], [-5.2550, 3.4966, -3.5053], [-5.1536, 2.1876, -3.0201], [-3.5789, -0.1525, -2.4745], [-4.1243, 0.0273, -1.1543], [-1.6761, 1.9597, -3.2022], [-1.9978, 4.2217, -4.1191], [-4.2394, 5.2230, -4.2902], [-6.2283, 3.9105, -3.6705], [-6.0208, 1.5247, -2.8962], [2.1123, -0.2501, 0.9934], [2.7022, -0.9476, 1.7684], [3.2608, -1.8089, 2.7018], [3.9553, -2.9949, 2.3177], [4.4257, -3.8520, 3.3104], [4.2093, -3.5879, 4.6625], [3.6130, -2.3917, 5.0279], [3.1290, -1.4992, 4.0816], [4.0869, -3.2117, 1.2472], [4.9489, -4.7416, 2.9811], [4.5452, -4.3296, 5.3887], [3.5315, -2.1793, 6.0884], [2.6347, -0.5843, 4.4381]],
  "forces_ev_per_a": [[-1.714, -2.395, 3.717], [-0.863, -0.095, -0.378], [0.105, -2.201, -2.157], [-1.163, 0.493, 1.140], [0.223, -0.038, 0.802], [-0.083, -1.593, 0.974], [0.114, 0.367, -2.731], [1.428, 3.373, -2.122], [0.400, -0.082, 0.257], [0.046, 0.617, -0.360], [0.029, 0.332, -0.257], [-0.051, 0.047, 0.244], [-0.041, 0.696, 0.403], [-0.665, 0.194, 0.331], [0.042, 0.263, -0.146], [0.310, -0.092, -0.225], [0.083, -0.200, -0.326], [-0.058, -0.045, 0.244], [-0.183, -1.020, 0.236], [0.193, 0.257, -0.111], [0.002, 0.079, 0.417], [0.123, -0.287, -0.102], [-0.268, 0.032, 0.118], [-0.070, -0.026, -0.101], [0.084, -0.137, -0.014], [-0.074, -0.055, -0.146], [0.009, -0.125, 0.100], [-0.203, 0.081, 0.011], [-0.021, 0.210, -0.135], [0.225, -0.058, -0.276], [0.017, -0.094, -0.112], [0.016, 0.098, 0.006], [-0.029, -0.061, 0.036], [0.220, -0.055, -0.030], [-0.044, 0.469, 0.488], [0.365, -0.272, 0.240], [0.113, 0.305, -0.393], [0.108, 0.258, -0.234], [0.038, 0.023, 0.167], [-0.185, 0.132, 0.198], [0.139, -0.080, 0.102], [-0.068, 0.071, 0.121], [0.001, 0.161, -0.104], [-0.111, -0.347, -0.196], [-0.014, 0.239, -0.210], [0.028, 0.010, 0.338], [0.617, 0.011, -0.656], [-1.056, -0.042, -0.216], [-0.183, -0.522, 0.254], [0.526, 0.001, -0.310], [-0.162, -0.379, 0.326], [1.205, 0.166, -0.338], [0.194, -0.057, 0.008], [-0.244, -0.322, 0.669], [-0.725, 0.205, 0.203], [0.144, 0.418, -0.003], [-0.168, -0.053, 0.146], [-0.385, 0.202, -0.064], [0.434, 0.503, 0.098], [2.806, -1.992, 2.479], [-2.019, 2.479, -2.832], [0.799, -0.700, 1.036], [-0.209, 0.359, 0.036], [-0.228, 0.087, -0.970], [0.369, -0.234, -0.655], [-0.218, 0.206, 0.397], [-0.079, 0.023, 0.294], [0.061, 0.012, 0.640], [-0.036, -0.031, 0.200], [-0.108, 0.406, -0.029], [-0.170, 0.185, -0.146], [0.283, -0.383, -0.392]],
  "lumo_energy_ev": [-10.88, -10.56],
  "gap_ha": [0.1700, 0.1820],
  "multiplicity": 2,
  "total_charge": 3,
  "s_squared": 0.768
}